{"formula": "C30H46F2I2N5O2Si", "method": "the ωB97M-V functional and the def2-TZVPD basis", "total_energy_ha": -2679.19232, "charge": 1, "elements": ["C", "C", "C", "N", "C", "C", "N", "C", "F", "F", "C", "C", "Si", "C", "C", "C", "C", "C", "C", "C", "C", "C", "C", "N", "O", "C", "N", "C", "I", "C", "C", "I", "H", "H", "H", "H", "H", "H", "H", "H", "H", "H", "H", "H", "H", "H", "H", "H", "H", "H", "H", "H", "H", "H", "H", "H", "H", "H", "C", "C", "N", "C", "C", "C", "C", "C", "O", "C", "H", "H", "H", "H", "H", "H", "H", "H", "H", "H", "H", "H", "H", "H", "H", "H", "H", "H", "H", "H"], "xyz": [[-2.02, 3.93, 0.39], [-1.46, 4.97, -0.59], [-2.04, 6.36, -0.46], [-0.51, 4.72, -1.42], [-0.77, 3.96, -2.62], [-2.27, 3.81, -2.82], [-3.41, 3.82, -2.83], [-0.22, 2.47, -2.51], [0.20, 2.28, -1.23], [-1.29, 1.62, -2.62], [0.88, 1.98, -3.44], [0.41, 0.93, -4.50], [0.70, -0.87, -3.96], [-0.48, -2.04, -4.85], [2.46, -1.29, -4.54], [0.61, -1.01, -2.08], [-0.59, -1.28, -1.40], [-0.58, -1.33, -0.01], [0.56, -1.13, 0.75], [1.78, -0.90, 0.09], [1.78, -0.84, -1.30], [-0.22, 4.85, -3.81], [-1.34, 5.86, -4.04], [-2.18, 6.64, -4.14], [-0.04, 4.12, -5.05], [-1.02, 4.16, -5.92], [-1.92, 3.99, -6.62], [1.02, 5.77, -3.55], [1.10, 7.10, -5.31], [2.40, 5.09, -3.46], [3.56, 6.12, -3.65], [2.77, 4.23, -1.50], [-1.18, 3.69, 1.05], [-2.79, 4.39, 1.01], [-2.41, 3.06, -0.13], [-1.25, 7.10, -0.38], [-2.68, 6.47, 0.42], [-2.65, 6.59, -1.35], [1.62, 1.48, -2.82], [1.42, 2.75, -3.99], [-0.61, 1.12, -4.85], [1.05, 1.07, -5.38], [-1.45, -1.57, -5.04], [-0.62, -2.98, -4.30], [-0.07, -2.30, -5.84], [2.44, -1.67, -5.56], [3.04, -0.35, -4.55], [2.95, -1.99, -3.87], [-1.50, -1.44, -1.95], [-1.53, -1.52, 0.50], [0.57, -1.14, 1.83], [2.71, -0.74, 0.61], [2.70, -0.65, -1.85], [0.88, 6.44, -2.71], [2.55, 4.35, -4.25], [4.41, 5.74, -3.07], [3.32, 7.09, -3.22], [3.90, 6.16, -4.68], [1.89, -4.06, 5.58], [0.72, -4.99, 5.87], [-0.61, -4.29, 6.08], [-0.48, -3.39, 7.28], [-1.66, -5.32, 6.47], [-2.05, -6.35, 5.43], [-1.04, -3.39, 4.93], [-1.10, -3.97, 3.53], [0.17, -4.41, 3.10], [0.15, -5.49, 2.17], [2.12, -3.42, 6.43], [2.77, -4.67, 5.39], [1.73, -3.43, 4.71], [0.91, -5.55, 6.78], [0.60, -5.70, 5.07], [-0.12, -3.98, 8.11], [-1.46, -2.97, 7.50], [0.22, -2.59, 7.05], [-2.54, -4.75, 6.79], [-1.25, -5.82, 7.35], [-2.81, -5.96, 4.75], [-2.51, -7.19, 5.94], [-1.21, -6.73, 4.85], [-0.34, -2.56, 4.94], [-2.03, -3.02, 5.21], [-1.41, -3.17, 2.85], [-1.84, -4.76, 3.44], [-0.81, -5.57, 1.66], [0.37, -6.43, 2.68], [0.93, -5.31, 1.43]]}

---

{"formula": "C20H30N4NiOPS2", "method": "the ωB97M-V functional and the def2-TZVPD basis", "total_energy_ha": -3720.10459, "charge": 1, "elements": ["Ni", "S", "C", "N", "N", "C", "C", "C", "C", "C", "C", "N", "N", "C", "C", "C", "C", "C", "C", "H", "H", "H", "H", "H", "H", "H", "H", "H", "H", "H", "C", "C", "S", "O", "C", "C", "H", "H", "H", "H", "H", "H", "H", "H", "H", "H", "C", "P", "C", "C", "H", "H", "H", "H", "H", "H", "H", "H", "H"], "xyz": [[-0.24, 0.36, 0.10], [1.93, 0.05, -0.17], [1.68, -1.23, -1.37], [2.68, -1.55, -2.12], [2.66, -2.61, -2.94], [1.99, -3.85, -2.84], [1.65, -4.42, -1.61], [1.05, -5.67, -1.58], [0.80, -6.36, -2.76], [1.16, -5.81, -3.97], [1.76, -4.55, -4.01], [0.47, -1.88, -1.58], [-0.52, -1.45, -0.95], [-1.76, -2.10, -1.22], [-2.87, -1.60, -0.55], [-4.12, -2.17, -0.75], [-4.25, -3.25, -1.62], [-3.13, -3.74, -2.28], [-1.88, -3.18, -2.09], [3.41, -2.57, -3.61], [1.86, -3.90, -0.69], [0.79, -6.11, -0.63], [0.33, -7.34, -2.72], [0.98, -6.34, -4.89], [2.03, -4.11, -4.96], [-2.75, -0.76, 0.13], [-4.98, -1.78, -0.23], [-5.22, -3.70, -1.78], [-3.24, -4.59, -2.95], [-1.01, -3.56, -2.59], [-3.14, 4.33, 0.00], [-2.30, 3.65, -1.06], [-1.08, 2.54, -0.34], [-0.64, 1.60, -1.46], [0.29, 3.67, -0.03], [0.98, 4.12, -1.31], [-3.91, 4.94, -0.49], [-2.55, 4.99, 0.63], [-3.65, 3.61, 0.64], [-1.76, 4.35, -1.69], [-2.89, 2.99, -1.71], [0.98, 3.10, 0.60], [-0.12, 4.49, 0.56], [1.20, 3.27, -1.94], [1.92, 4.61, -1.05], [0.38, 4.84, -1.87], [-0.04, -1.82, 2.67], [-0.16, -0.07, 2.26], [1.25, 0.68, 3.12], [-1.61, 0.52, 3.18], [-0.05, -1.96, 3.75], [0.89, -2.22, 2.25], [-0.88, -2.36, 2.22], [1.28, 0.35, 4.16], [1.16, 1.77, 3.11], [2.17, 0.40, 2.62], [-1.42, 0.42, 4.25], [-2.49, -0.06, 2.91], [-1.81, 1.57, 2.95]]}

---

{"formula": "C19H24N2O2", "method": "the ωB97M-V functional and the def2-TZVPD basis", "charge": 0, "de_lowest_kcal_mol": 488.7, "elements": ["C", "C", "O", "C", "C", "C", "C", "C", "C", "H", "H", "N", "C", "O", "N", "H", "C", "H", "H", "C", "C", "H", "H", "C", "C", "C", "C", "C", "C", "C", "H", "H", "H", "H", "H", "H", "H", "H", "H", "H", "H", "H", "H", "H", "H", "H", "H"], "xyz": [[-4.81, 6.71, -1.70], [-4.80, 6.40, -0.32], [-4.97, 4.95, -0.08], [-3.74, 4.14, -0.38], [-3.86, 2.77, -0.43], [-2.82, 1.83, -0.42], [-1.47, 2.31, -0.69], [-1.47, 3.54, -1.02], [-2.46, 4.44, -0.76], [-2.22, 5.63, -0.84], [-0.57, 3.84, -1.09], [-0.62, 1.22, -1.07], [-0.50, 0.07, -1.26], [-1.64, -0.70, -0.82], [0.62, -0.56, -1.53], [1.54, 0.09, -1.26], [0.98, -1.80, -1.37], [1.70, -2.17, -2.03], [-0.24, -2.41, -1.62], [1.33, -2.40, 0.18], [2.67, -1.88, 0.39], [3.44, -2.11, -0.10], [2.50, -0.76, 0.66], [3.18, -2.38, 2.00], [3.26, -4.02, 1.57], [2.48, -4.75, 2.16], [2.96, -6.05, 1.97], [3.85, -6.63, 1.49], [5.01, -5.62, 1.09], [4.65, -4.20, 1.16], [5.23, -3.61, 0.76], [5.84, -6.00, 0.41], [4.18, -7.60, 1.39], [2.22, -6.84, 2.35], [1.70, -4.47, 2.62], [2.20, -2.26, 2.68], [3.98, -1.89, 1.96], [0.60, -2.03, 1.02], [1.37, -3.52, 0.07], [0.27, 1.73, -1.13], [-3.07, 0.91, -0.24], [-4.84, 2.33, 0.34], [-5.48, 6.64, 0.27], [-3.67, 6.74, 0.14], [-4.79, 7.58, -1.90], [-5.78, 6.40, -2.25], [-3.93, 6.35, -2.34]]}

---

{"formula": "C2H8N2O", "method": "the ωB97M-V functional and the def2-TZVPD basis", "charge": 0, "de_lowest_kcal_mol": 73.6, "smiles": "C=O.NCN", "elements": ["C", "O", "H", "H", "N", "C", "N", "H", "H", "H", "H", "H", "H"], "xyz": [[-2.59, -1.04, 5.52], [-3.36, -0.29, 6.16], [-3.00, -1.46, 4.64], [-1.57, -1.24, 5.93], [2.34, 0.46, -2.82], [1.03, 0.96, -2.59], [0.34, -0.30, -2.12], [2.52, -0.20, -2.08], [3.16, 1.21, -3.01], [0.34, 1.29, -3.42], [1.14, 1.75, -1.85], [0.11, -0.86, -2.94], [-0.45, -0.29, -1.42]]}

---

{"formula": "C5H9BrINO2S", "method": "the ωB97M-V functional and the def2-TZVPD basis", "charge": 0, "de_lowest_kcal_mol": 25.0, "smiles": "CN[C@@H](CBr)SCI.O=C=O", "elements": ["C", "N", "C", "C", "Br", "S", "C", "I", "H", "H", "H", "H", "H", "H", "H", "H", "H", "O", "C", "O"], "xyz": [[1.70, 0.54, 1.00], [0.50, -0.12, 0.76], [0.23, -0.68, -0.49], [0.05, -2.15, -0.76], [1.56, -3.05, 0.02], [-1.21, 0.00, -1.52], [-2.55, 0.52, -0.46], [-3.77, -1.22, 0.18], [1.40, 1.28, 1.92], [2.67, 0.10, 1.19], [1.91, 1.25, 0.12], [0.03, -0.37, 1.59], [1.08, -0.23, -1.03], [-0.79, -2.53, -0.13], [0.09, -2.21, -1.83], [-3.25, 1.14, -1.00], [-2.05, 1.00, 0.38], [-2.26, 3.05, 0.86], [-1.52, 2.85, -0.04], [-0.75, 2.85, -0.90]]}

---

{"formula": "C22H28F6N7O6S2Sc", "method": "the ωB97M-V functional and the def2-TZVPD basis", "charge": 2, "de_lowest_kcal_mol": 7.3, "elements": ["Sc", "C", "C", "N", "N", "C", "O", "C", "C", "C", "C", "C", "C", "C", "C", "C", "C", "C", "N", "H", "H", "H", "H", "H", "H", "H", "H", "H", "H", "H", "H", "F", "C", "F", "F", "S", "O", "O", "N", "S", "O", "O", "C", "F", "F", "F", "N", "C", "C", "N", "C", "C", "H", "H", "H", "H", "H", "H", "H", "H", "H", "H", "H", "C", "C", "N", "O", "H", "H", "H", "H", "H"], "xyz": [[10.79, 10.30, 12.99], [7.17, 11.10, 15.51], [8.16, 10.74, 14.38], [9.41, 10.96, 14.50], [9.89, 11.54, 15.61], [11.19, 11.57, 15.58], [11.80, 10.92, 14.60], [11.99, 12.19, 16.66], [11.28, 12.87, 17.64], [11.94, 13.45, 18.68], [13.32, 13.32, 18.75], [14.01, 12.49, 17.87], [13.35, 11.96, 16.76], [7.79, 9.91, 13.27], [6.56, 9.27, 13.22], [6.32, 8.38, 12.20], [7.30, 8.20, 11.19], [8.45, 8.81, 11.33], [8.73, 9.69, 12.35], [7.82, 11.66, 16.19], [6.72, 10.17, 15.87], [6.29, 11.67, 15.23], [10.20, 13.02, 17.55], [11.44, 14.11, 19.41], [13.79, 13.80, 19.58], [15.12, 12.43, 18.08], [13.83, 11.29, 16.05], [5.83, 9.45, 14.03], [5.39, 7.89, 12.21], [7.12, 7.53, 10.40], [9.25, 8.66, 10.56], [14.34, 7.63, 10.35], [14.26, 8.91, 9.97], [15.47, 9.34, 9.64], [13.48, 9.07, 8.89], [13.58, 9.93, 11.32], [12.32, 9.29, 11.63], [14.52, 9.80, 12.38], [13.44, 11.33, 10.56], [12.17, 12.19, 10.49], [11.28, 11.83, 11.56], [12.42, 13.59, 10.31], [11.19, 11.61, 9.04], [10.66, 10.37, 9.29], [10.17, 12.43, 8.84], [11.93, 11.50, 7.95], [13.80, 7.40, 4.23], [13.41, 8.57, 5.13], [12.39, 8.04, 6.10], [12.83, 6.86, 6.82], [13.40, 5.83, 6.00], [14.43, 6.36, 5.06], [14.40, 7.80, 3.51], [12.98, 7.00, 3.76], [13.00, 9.38, 4.51], [14.37, 8.93, 5.51], [11.44, 7.87, 5.60], [12.13, 8.83, 6.81], [13.37, 7.13, 7.61], [12.62, 5.24, 5.44], [13.89, 5.14, 6.73], [14.75, 5.57, 4.42], [15.34, 6.82, 5.50], [11.33, 6.49, 15.46], [11.62, 7.79, 14.84], [12.86, 8.24, 14.96], [10.78, 8.38, 14.08], [10.54, 6.53, 16.20], [12.17, 5.99, 15.90], [10.98, 5.83, 14.68], [13.40, 7.94, 15.78], [13.08, 9.17, 14.62]]}

---

{"formula": "C34H27N6O2ReS", "method": "the ωB97M-V functional and the def2-TZVPD basis", "charge": 3, "de_lowest_kcal_mol": 10.1, "multiplicity": 4, "s_squared": 3.8036, "elements": ["Re", "C", "O", "C", "C", "C", "C", "C", "C", "N", "N", "C", "C", "O", "C", "C", "C", "C", "C", "C", "C", "C", "H", "H", "H", "H", "H", "H", "H", "H", "H", "H", "H", "H", "H", "N", "C", "C", "C", "C", "C", "N", "C", "C", "C", "C", "C", "N", "H", "H", "H", "H", "H", "H", "H", "H", "H", "S", "C", "N", "C", "C", "C", "C", "C", "C", "H", "H", "H", "H", "H"], "xyz": [[-0.25, 0.01, 0.95], [-2.62, 1.77, 2.50], [-1.69, 1.62, 1.38], [-2.13, 2.22, 0.17], [-3.29, 2.96, 0.05], [-3.58, 3.49, -1.20], [-2.74, 3.29, -2.29], [-1.58, 2.55, -2.15], [-1.28, 2.00, -0.91], [-0.10, 1.26, -0.61], [0.95, 1.64, -1.29], [2.19, 1.37, -0.91], [2.53, 0.94, 0.44], [1.60, 0.61, 1.30], [3.85, 0.95, 0.86], [4.85, 1.31, -0.03], [4.59, 1.69, -1.36], [5.65, 2.05, -2.22], [5.39, 2.44, -3.51], [4.07, 2.48, -3.97], [3.01, 2.13, -3.14], [3.26, 1.74, -1.83], [-2.63, 2.82, 2.80], [-2.25, 1.16, 3.31], [-3.61, 1.44, 2.20], [-3.94, 3.16, 0.88], [-4.48, 4.09, -1.32], [-2.99, 3.71, -3.25], [-0.90, 2.40, -2.98], [4.08, 0.68, 1.88], [5.88, 1.30, 0.31], [6.66, 2.01, -1.85], [6.19, 2.72, -4.18], [3.86, 2.80, -4.98], [2.00, 2.17, -3.52], [-0.32, -2.84, 2.58], [-0.26, -1.79, 3.48], [-0.27, -2.06, 4.85], [-0.12, -1.02, 5.74], [0.08, 0.28, 5.25], [0.04, 0.47, 3.90], [-0.18, -0.54, 3.01], [0.30, -2.96, 1.35], [0.64, -4.24, 0.90], [1.28, -4.38, -0.31], [1.60, -3.25, -1.06], [1.23, -2.03, -0.57], [0.57, -1.87, 0.61], [-0.49, -3.74, 3.03], [-0.37, -3.08, 5.20], [-0.11, -1.21, 6.80], [0.25, 1.11, 5.92], [0.19, 1.45, 3.47], [0.41, -5.10, 1.51], [1.55, -5.37, -0.66], [2.12, -3.32, -2.00], [1.45, -1.11, -1.11], [-4.35, -2.02, 0.39], [-3.03, -1.19, 1.03], [-2.07, -0.86, 0.20], [-2.36, -1.33, -1.10], [-1.57, -1.21, -2.25], [-2.05, -1.74, -3.42], [-3.29, -2.40, -3.48], [-4.08, -2.53, -2.36], [-3.59, -1.99, -1.17], [-3.00, -0.93, 2.08], [-0.62, -0.70, -2.23], [-1.46, -1.66, -4.33], [-3.64, -2.80, -4.42], [-5.03, -3.03, -2.39]]}

---

{"formula": "C48H53N5O2P3SSi2Y", "method": "the ωB97M-V functional and the def2-TZVPD basis", "charge": -2, "de_lowest_kcal_mol": 23.2, "elements": ["Y", "C", "Si", "C", "C", "N", "P", "C", "P", "N", "Si", "C", "C", "C", "C", "C", "C", "C", "C", "C", "C", "C", "C", "C", "C", "C", "C", "C", "C", "C", "C", "C", "C", "C", "C", "C", "C", "C", "H", "H", "H", "H", "H", "H", "H", "H", "H", "H", "H", "H", "H", "H", "H", "H", "H", "H", "H", "H", "H", "H", "H", "H", "H", "H", "H", "H", "H", "H", "H", "H", "H", "H", "H", "H", "H", "H", "N", "P", "C", "C", "C", "C", "C", "C", "C", "C", "C", "C", "C", "C", "C", "C", "C", "C", "C", "N", "H", "H", "H", "H", "H", "H", "H", "H", "H", "H", "H", "H", "H", "H", "H", "O", "O", "S", "N"], "xyz": [[0.36, -0.53, 0.74], [-0.43, 3.33, 3.45], [-1.84, 3.72, 2.08], [-1.69, 5.65, 1.95], [-3.69, 3.26, 2.66], [-1.42, 2.88, 0.51], [-0.78, 2.57, -0.86], [0.31, 1.17, -0.73], [0.96, 0.19, -2.05], [1.95, -0.86, -1.08], [3.73, -1.42, -1.48], [4.28, -1.46, -3.30], [3.64, -3.40, -0.86], [4.94, -0.17, -0.81], [1.97, 1.12, -3.41], [1.53, 1.08, -4.69], [2.01, 1.91, -5.71], [2.93, 2.91, -5.47], [3.42, 2.98, -4.13], [2.97, 2.12, -3.12], [-0.12, -1.04, -2.83], [0.04, -1.66, -4.07], [-1.09, -2.13, -4.77], [-2.31, -2.18, -4.11], [-2.43, -1.90, -2.67], [-1.26, -1.40, -2.11], [-2.19, 2.54, -1.96], [-3.09, 3.61, -2.30], [-3.64, 3.53, -3.61], [-3.24, 2.58, -4.58], [-2.51, 1.54, -4.14], [-2.02, 1.57, -2.83], [0.07, 4.28, -1.42], [0.90, 5.07, -0.65], [1.73, 6.10, -1.15], [1.56, 6.48, -2.47], [0.75, 5.67, -3.30], [0.13, 4.53, -2.77], [-0.45, 3.89, 4.37], [-0.16, 2.30, 3.62], [0.45, 3.73, 2.94], [-1.72, 6.12, 2.96], [-0.65, 5.69, 1.63], [-2.40, 6.09, 1.24], [-3.90, 2.29, 3.08], [-4.00, 4.07, 3.29], [-4.20, 3.36, 1.68], [4.67, -2.45, -3.63], [3.40, -1.16, -3.84], [5.09, -0.73, -3.52], [4.11, -3.91, -1.76], [4.49, -3.35, -0.17], [2.74, -3.85, -0.50], [4.39, 0.66, -0.32], [5.64, -0.66, -0.15], [5.45, 0.35, -1.67], [0.72, 0.43, -4.98], [1.59, 1.77, -6.71], [3.25, 3.62, -6.27], [4.13, 3.77, -3.85], [3.41, 2.28, -2.11], [1.01, -1.76, -4.49], [-1.09, -2.52, -5.80], [-3.26, -2.39, -4.65], [-3.36, -2.01, -2.15], [-1.33, -1.15, -1.04], [-3.17, 4.48, -1.66], [-4.40, 4.26, -3.98], [-3.62, 2.70, -5.62], [-2.39, 0.63, -4.74], [-1.65, 0.59, -2.49], [0.85, 4.86, 0.44], [2.42, 6.64, -0.45], [2.04, 7.36, -2.91], [0.57, 5.96, -4.35], [-0.42, 3.90, -3.48], [0.91, -3.32, 3.64], [-0.29, -2.35, 4.24], [-0.35, -3.11, 5.89], [0.91, -3.41, 6.43], [1.13, -3.56, 7.80], [0.02, -3.41, 8.68], [-1.23, -3.27, 8.14], [-1.45, -3.05, 6.77], [-1.79, -2.62, 3.44], [-2.29, -3.93, 3.38], [-3.25, -4.37, 2.45], [-3.87, -3.41, 1.64], [-3.58, -2.06, 1.67], [-2.48, -1.51, 2.59], [0.99, -3.76, 2.32], [0.88, -5.20, 2.13], [0.28, -5.77, 1.04], [0.14, -4.90, -0.09], [0.39, -3.56, 0.09], [0.80, -2.98, 1.25], [0.90, -4.17, 4.27], [1.83, -3.61, 5.82], [2.11, -3.83, 8.22], [0.19, -3.51, 9.76], [-2.07, -3.39, 8.86], [-2.45, -2.83, 6.39], [-1.80, -4.72, 3.93], [-3.45, -5.44, 2.25], [-4.69, -3.73, 0.97], [-4.20, -1.31, 1.19], [-3.23, -0.96, 3.16], [1.19, -5.82, 2.99], [-0.02, -6.83, 1.05], [-0.17, -5.25, -1.06], [0.23, -2.84, -0.72], [-1.64, -0.77, 1.85], [3.29, -0.58, 1.75], [2.48, -0.62, 2.96], [0.97, -0.33, 2.96]]}